# 1
Entry from OMol25: 2 unconnected molecules or ions with the total composition C8H18F5O8P2S (ωB97M-V/def2-TZVPD).

Element x y z (Å)
1 O -0.22236 1.47303 4.66430
2 P 0.66793 2.43861 4.07641
3 O -0.14309 3.32266 3.03431
4 O 1.35044 3.43330 5.10692
5 S 2.12389 1.42552 2.79596
6 O 1.50166 -0.02118 2.59362
7 C 3.76474 1.18768 3.65107
8 F 4.41635 2.33492 3.59140
9 F 4.38940 0.27707 2.92200
10 C 3.71036 0.64352 5.11031
11 F 3.41135 1.58686 5.98444
12 F 2.90479 -0.39974 5.18730
13 F 4.94333 0.21871 5.38846
14 H -0.17830 4.23067 3.37457
15 H 2.04178 3.94900 4.65361
16 H 1.63594 -0.24589 1.64904
17 O -0.22923 -0.20200 -0.65563
18 P -1.28970 -0.42356 -1.68946
19 O -1.49530 -2.04160 -1.70889
20 C -2.00912 -2.69666 -0.54410
21 C -3.50347 -2.48193 -0.39275
22 O -0.37635 -0.24532 -3.04343
23 C 0.71484 0.67685 -3.08177
24 C 2.02761 -0.07839 -3.09433
25 O -2.66230 -0.03785 -2.45259
26 C -2.88844 -0.14780 -3.87092
27 C -2.99206 -1.57178 -4.36165
28 H -1.47597 -2.35292 0.34693
29 H -1.79769 -3.75855 -0.66488
30 H -3.73157 -1.42768 -0.21347
31 H -3.89146 -3.06365 0.44360
32 H -4.02868 -2.77510 -1.30086
33 H 0.67153 1.37402 -2.24474
34 H 0.61435 1.26108 -3.99880
35 H 2.10299 -0.74789 -2.23637
36 H 2.87447 0.61040 -3.07729
37 H 2.10032 -0.69679 -3.98891
38 H -2.15146 0.41931 -4.43333
39 H -3.84235 0.35365 -4.04223
40 H -2.02579 -2.07400 -4.34117
41 H -3.35188 -1.57847 -5.39112
42 H -3.68149 -2.14813 -3.74557

## Properties
Multiplicity: 1
Total energy (Eh): -2497.57656
HOMO energy (eV): -12.5
Net charge: +1
Maximum force (eV/Å): 7.07

=====

# 2
Entry from OMol25: a molecular structure, CaI (ωB97M-V/def2-TZVPD).

Element x y z (Å)
1 Ca -3.06842 1.08626 22.22379
2 I -0.53807 2.26114 23.07636

## Properties
Multiplicity: 1
Total energy (Eh): -975.07846
ΔE to the lowest compared entry with this formula, charge and spin (kcal per mole): 4.60
HOMO energy (eV): -13.0
Net charge: +1
Maximum force (eV/Å): 1.56